Record 1
This record from the Open Molecules 2025 dataset describes a 13-piece molecular cluster, C13H52N8O13 overall in a non-equilibrium geometry. The level of theory is ωB97M-V/def2-TZVPD.

```
86
Properties=species:S:1:pos:R:3:forces:R:3:lowdin_charge:R:1
C 2.4142 -2.8574 -0.6804 -4.14 5.63 3.34 -0.58
O 1.8592 -1.7614 -0.0074 3.66 -4.18 -2.51 -0.14
N 3.1592 -3.7114 -0.0584 3.54 0.70 4.13 0.15
N 2.0182 -3.1414 -1.8454 -1.90 -1.33 -5.11 0.22
H 3.6872 -3.2504 0.7556 -0.63 -1.16 -1.92 0.18
H 3.5662 -4.4944 -0.5054 0.57 -0.53 -0.49 0.13
H 1.3112 -2.5234 -2.2604 0.35 0.20 -0.09 0.10
H 2.1662 -4.0354 -2.3954 0.15 1.67 1.36 0.18
C 0.4302 4.2716 -1.4614 5.01 2.77 -5.81 -0.53
O 1.1472 4.8256 -2.5574 -4.07 -2.93 5.51 -0.16
N -0.6848 4.8436 -1.0044 -0.54 1.02 -0.64 0.15
N 0.8302 3.2356 -0.7594 2.66 -2.68 -0.83 0.17
H -0.8138 5.7856 -1.2784 -0.27 0.74 -0.33 0.12
H -1.1868 4.5146 -0.2204 -0.10 -0.41 0.88 0.10
H 1.6212 2.5166 -0.9184 -1.89 1.96 -0.70 0.10
H 0.6322 3.2756 0.2006 -1.01 -0.12 1.05 0.01
C -3.2768 0.3786 2.1326 -3.91 6.66 -6.85 -0.64
O -3.5008 1.2366 1.0086 1.33 -4.62 5.83 -0.13
N -4.2008 0.0266 2.9846 -6.37 -1.86 1.79 0.11
N -2.1678 -0.0304 2.5596 5.60 -1.68 0.92 0.19
H -5.2588 0.0986 2.7126 3.01 0.00 0.65 0.18
H -3.9518 -0.8044 3.5906 -0.96 1.65 -0.88 0.14
H -2.1268 -0.7384 3.2796 -0.04 0.25 0.00 0.13
H -1.4658 -0.1654 1.8786 1.38 0.07 -0.98 0.05
C 1.3772 -3.7434 3.1096 -2.52 -6.00 8.28 -0.64
O 0.7742 -4.1424 4.3086 2.78 1.82 -6.26 -0.14
N 2.1202 -4.5854 2.3726 0.85 -3.62 -1.08 0.11
N 1.4042 -2.5514 2.7266 -1.88 6.40 0.77 0.18
H 1.9922 -5.6384 2.5916 0.64 2.74 -0.27 0.17
H 2.6162 -4.2844 1.4746 -1.73 -1.04 2.22 0.06
H 0.7922 -1.8344 3.1686 0.82 -1.28 -0.20 0.15
H 1.6942 -2.2894 1.8356 0.65 0.46 -2.02 0.03
C 3.7702 1.8366 -0.5164 1.24 0.96 -0.10 -0.13
O 2.6242 1.1556 -0.9184 -0.45 0.81 -1.24 -0.14
H 3.5042 2.5146 0.2716 0.06 0.45 0.73 0.06
H 4.2552 2.4776 -1.2934 -0.51 -0.86 0.19 0.11
H 4.4452 1.0856 -0.1354 0.78 0.21 0.15 0.09
H 2.7602 0.2896 -0.5994 -0.65 -1.89 0.34 0.04
C -3.3678 -1.8344 -0.2164 -0.17 -1.26 -0.88 -0.17
O -4.4718 -1.8054 0.6586 -0.24 0.79 1.48 -0.12
H -3.6888 -2.7544 -0.7054 0.97 0.06 -1.23 0.08
H -2.3728 -2.0054 0.1956 -0.28 0.08 0.55 0.05
H -3.2568 -0.9854 -0.9154 -0.60 -0.13 0.45 0.07
H -4.2228 -1.6014 1.5726 -0.05 0.01 -0.74 0.03
C 0.3412 1.9716 -3.8154 0.33 1.57 -0.40 -0.15
O 0.1482 1.0526 -4.8224 0.55 -1.59 -1.01 -0.09
H 0.6182 2.9576 -4.1514 1.34 0.17 -0.25 0.09
H 0.9892 1.5036 -3.1294 0.85 0.17 1.20 0.07
H -0.5908 2.2356 -3.4694 -2.27 0.17 1.99 0.05
H -0.1598 1.5296 -5.5604 -0.68 0.39 -1.56 0.09
C -0.5178 0.4276 -0.3724 -0.03 0.68 -1.59 -0.15
O -0.4968 -0.7104 0.4516 1.81 -0.32 0.04 -0.17
H 0.2392 0.5596 -1.1534 0.44 -1.23 0.16 0.06
H -0.3768 1.3836 0.0916 -0.61 0.28 1.17 0.06
H -1.4298 0.4086 -0.9404 -0.66 0.29 0.12 0.05
H 0.4232 -1.0914 0.3626 -1.16 0.14 0.00 0.03
C -3.1658 2.2186 -2.2564 -1.05 1.04 -1.41 -0.18
O -2.6418 3.4156 -2.6514 1.60 3.21 -0.45 -0.12
H -2.9548 1.4966 -2.9964 -0.30 -1.07 -0.88 0.08
H -4.1638 2.3776 -1.9724 -1.96 -0.51 -0.26 0.08
H -2.7338 1.9956 -1.3994 2.10 -1.96 4.08 0.00
H -2.2098 3.8966 -1.8954 -0.60 -0.83 -1.37 0.06
C 1.4792 0.9736 2.6086 -0.49 -1.28 1.04 -0.14
O 2.3182 1.2136 3.7436 -0.13 0.63 -0.44 -0.10
H 1.6302 1.6046 1.7656 0.68 0.82 -0.38 0.04
H 0.4152 1.0636 2.8566 0.14 0.09 0.22 0.08
H 1.6382 -0.0394 2.2706 0.03 -0.30 -0.34 0.05
H 2.6822 0.3866 4.0696 -0.14 0.00 -0.15 0.07
C -0.9778 -1.6604 -3.0224 1.38 -1.20 -0.80 -0.12
O 0.3372 -1.1194 -3.3694 -1.14 1.16 0.17 -0.19
H -0.8538 -2.0784 -2.0254 -0.21 -0.22 0.24 0.04
H -1.1698 -2.5454 -3.7444 -0.23 1.66 1.03 0.11
H -1.7828 -0.9274 -2.9224 0.16 -0.06 -0.62 0.07
H 0.2502 -0.1514 -3.6754 -0.04 -2.54 0.13 0.05
C -0.5398 -4.2694 0.4436 1.66 1.99 -0.57 -0.18
O -0.3758 -5.4144 1.1746 -0.58 -1.66 0.14 -0.08
H -1.4248 -4.2094 -0.1624 -0.78 -0.15 0.38 0.08
H 0.2692 -4.1444 -0.2884 0.03 -0.27 -0.32 0.06
H -0.3458 -3.3944 1.0876 -1.00 0.10 -0.24 0.07
H 0.5512 -5.4134 1.4096 -0.01 -0.18 0.33 0.02
C 1.2622 4.3396 2.2386 3.50 2.28 0.46 -0.19
O 0.2122 3.6756 1.7376 -4.11 -1.02 0.95 -0.15
H 1.8092 4.8086 1.3876 -0.03 -0.16 0.58 0.10
H 1.9912 3.7336 2.8116 -0.47 0.01 -0.17 0.09
H 0.9022 5.1476 2.8666 0.39 0.29 0.30 0.09
H -0.5508 3.9916 2.2806 0.54 -1.07 -1.02 0.15
```
Forces are in eV/Å.

The HOMO energy is -8.719 eV. The largest force on an atom comes out at 10.54 eV/A.


Record 2
This record from the Open Molecules 2025 dataset describes a 13-piece molecular cluster, C13H52O13 overall in a non-equilibrium geometry. The level of theory is ωB97M-V/def2-TZVPD.

```
78
Properties=species:S:1:pos:R:3:forces:R:3:lowdin_charge:R:1
C -3.4387 -2.1781 -1.2298 0.05 -0.77 -0.26 -0.15
O -2.2169 -2.8837 -1.2232 -0.07 -0.71 0.00 -0.14
H -3.4940 -1.5649 -2.1293 -0.31 0.31 0.08 0.07
H -4.1914 -2.9648 -1.2800 -0.29 0.23 -0.13 0.08
H -3.6337 -1.6057 -0.3228 0.20 0.25 0.02 0.07
H -1.5009 -2.3000 -0.9621 0.11 0.48 0.05 0.00
C -4.5563 2.9327 0.6145 0.02 0.13 -0.86 -0.16
O -3.6270 2.0969 1.2481 -0.03 -0.14 0.70 -0.13
H -5.5126 2.4105 0.5845 0.02 0.20 -0.09 0.08
H -4.6703 3.9333 1.0315 -0.10 -0.05 0.69 0.07
H -4.1842 3.1386 -0.3891 -0.40 -0.17 -0.48 0.07
H -2.7760 2.5145 1.0961 0.41 -0.07 -0.08 0.02
C -2.4021 1.4346 -3.1052 -1.07 -0.57 0.35 -0.14
O -3.6344 1.6387 -3.8257 0.66 -0.02 0.14 -0.12
H -2.0857 2.3384 -2.5844 0.38 0.12 -0.42 0.06
H -2.6200 0.7144 -2.3167 -0.11 -0.07 0.04 0.06
H -1.6649 0.9436 -3.7404 0.33 0.41 -0.01 0.08
H -3.3824 1.8870 -4.7182 -0.20 0.09 -0.05 0.07
C 0.2891 -2.2272 -3.6886 -0.21 0.77 1.08 -0.15
O 0.2466 -3.5771 -3.1748 0.69 1.22 -1.08 -0.11
H -0.3489 -1.5824 -3.0842 -0.56 -0.11 0.00 0.05
H 1.2330 -1.7034 -3.5379 0.65 -0.94 0.26 0.05
H 0.0755 -2.0002 -4.7331 -0.37 -0.96 -0.29 0.07
H -0.6692 -3.8623 -3.2146 -0.20 0.08 0.18 0.06
C -0.4979 3.1791 1.9044 2.43 -0.33 2.13 -0.18
O -1.0982 3.1851 0.6963 -1.74 0.14 -2.14 -0.12
H -0.4917 4.1384 2.4218 -0.23 0.15 0.07 0.09
H -0.8610 2.4068 2.5825 -0.54 0.06 -0.14 0.09
H 0.5398 2.8966 1.7273 0.47 0.05 0.51 0.08
H -0.5159 3.6189 0.0684 -0.25 0.09 -0.40 0.08
C 3.7740 2.4063 0.7760 0.05 1.22 0.71 -0.17
O 3.5808 1.0524 0.5952 0.38 -1.34 -0.57 -0.12
H 4.4223 2.9341 0.0766 -0.14 -0.35 -0.64 0.08
H 2.7801 2.8538 0.7796 0.13 0.71 0.23 0.06
H 4.3069 2.5577 1.7148 -0.45 0.05 0.37 0.08
H 3.6977 0.8625 -0.3386 0.00 0.02 -0.08 0.02
C 3.8869 -0.3114 -2.3152 -0.26 -0.14 -0.36 -0.13
O 3.9654 1.1095 -2.4614 0.47 -0.08 0.34 -0.12
H 4.8076 -0.7598 -1.9419 0.24 0.52 -0.03 0.09
H 3.1157 -0.5558 -1.5848 -0.30 -0.24 -0.13 0.06
H 3.6766 -0.7727 -3.2801 -0.15 -0.17 0.11 0.08
H 3.4250 1.3893 -3.2039 0.01 -0.15 0.03 0.06
C -0.2472 0.2812 0.0998 0.01 -0.42 -1.13 -0.08
O -0.4451 -1.1091 -0.2962 0.02 1.50 0.66 -0.14
H -0.9112 0.9216 -0.4807 -0.04 -0.28 -0.15 0.07
H -0.4606 0.5371 1.1376 0.15 -0.54 0.11 0.06
H 0.7809 0.5209 -0.1714 0.12 0.31 0.38 0.06
H -0.1191 -1.6436 0.4316 0.10 -0.60 0.34 0.03
C 0.8798 -4.2610 1.2833 0.41 -0.76 1.28 -0.12
O -0.0690 -3.2276 1.6656 1.02 -0.52 -1.00 -0.13
H 1.4559 -4.5295 2.1689 -0.15 -0.12 0.37 0.08
H 0.4111 -5.1871 0.9505 -0.32 0.26 -0.18 0.09
H 1.7001 -4.0526 0.5965 -0.74 1.01 -0.54 0.07
H -0.8956 -3.6986 1.7938 -0.21 0.22 -0.02 0.09
C 1.0704 -0.6700 4.3253 0.22 -2.25 0.13 -0.19
O -0.0493 0.0102 4.7470 -0.49 1.53 0.37 -0.10
H 1.9817 -0.4170 4.8673 -0.07 0.92 -0.45 0.09
H 0.9615 -1.7107 4.6305 -0.02 -0.58 -0.01 0.08
H 1.1351 -0.7483 3.2400 0.59 0.58 -0.21 0.06
H -0.8195 -0.3921 4.3389 -0.10 -0.14 0.39 0.02
C 3.3727 -1.9054 1.6004 -1.66 -0.23 -2.11 -0.13
O 4.1639 -2.7379 0.6941 0.51 0.49 1.43 -0.13
H 2.7116 -1.3784 0.9125 -0.17 0.64 0.16 0.05
H 2.6382 -2.4774 2.1672 0.60 -0.35 0.58 0.05
H 3.8418 -1.1115 2.1815 0.80 -0.69 -0.20 0.08
H 3.6079 -2.9913 -0.0463 -0.12 0.14 0.13 0.05
C -2.4669 -0.8136 2.8400 -1.76 0.40 -1.04 -0.15
O -2.4647 -1.4217 4.1055 0.65 -0.41 0.51 -0.11
H -2.7998 0.2231 2.8910 0.49 0.34 0.15 0.08
H -1.5405 -0.9044 2.2729 0.13 -0.22 0.50 0.06
H -3.2677 -1.2475 2.2412 0.17 -0.31 -0.41 0.08
H -3.3290 -1.8007 4.2817 0.10 0.12 0.01 0.09
C 1.1342 2.8078 -2.4383 -0.30 -0.45 1.82 -0.13
O 0.0752 3.7894 -2.1923 1.36 -1.14 -1.29 -0.12
H 1.0657 2.1364 -1.5823 0.30 0.10 0.15 0.05
H 1.0387 2.1065 -3.2672 -0.63 0.53 -0.58 0.08
H 2.1390 3.2300 -2.4454 -0.13 0.36 -0.04 0.08
H -0.0289 4.1487 -3.0764 -0.56 0.65 0.10 0.08
```
Forces are in eV/Å.

The HOMO energy is -9.608 eV. The largest force on an atom comes out at 3.24 eV/A.


Record 3
This record from the Open Molecules 2025 dataset describes a 13-piece molecular cluster, C13H52O13 overall in a non-equilibrium geometry. The level of theory is ωB97M-V/def2-TZVPD.

```
78
Properties=species:S:1:pos:R:3:forces:R:3:lowdin_charge:R:1
C 2.1283 2.4274 3.9815 0.01 -0.30 -0.85 -0.14
O 1.1649 3.3201 3.4326 -0.47 -0.06 1.23 -0.12
H 2.2468 1.5599 3.3322 0.39 -0.02 -0.32 0.06
H 3.0903 2.9047 4.1682 0.10 0.08 -0.16 0.08
H 1.8230 1.9561 4.9157 -0.61 0.63 0.14 0.07
H 1.2957 3.5439 2.5083 0.78 -0.38 0.08 0.01
C 0.6330 3.8963 0.3349 -0.40 -0.78 0.04 -0.16
O 2.0237 4.0155 0.5149 0.91 0.31 -0.04 -0.12
H 0.2346 4.4025 -0.5444 0.14 0.04 -0.05 0.09
H 0.5029 2.8184 0.2384 -0.53 0.03 -0.13 0.07
H 0.0973 4.2219 1.2265 -0.26 0.22 -0.06 0.07
H 2.3383 4.8805 0.2422 -0.07 0.08 0.10 0.09
C -0.7733 -4.4563 -2.0671 -0.14 -0.40 -0.76 -0.17
O -1.8431 -3.9895 -1.2767 0.61 -0.50 0.65 -0.13
H -0.3575 -5.4033 -1.7230 -0.30 0.04 0.46 0.08
H -1.1551 -4.6548 -3.0686 0.14 -0.08 -0.32 0.08
H 0.0742 -3.7795 -2.1757 0.00 0.43 0.24 0.06
H -2.2682 -3.2998 -1.7915 -0.20 0.40 -0.11 0.01
C 4.4952 1.4011 0.4501 0.29 1.09 -0.71 -0.15
O 3.5401 0.4690 0.7888 -0.66 -1.15 0.59 -0.14
H 4.4997 2.2035 1.1878 0.64 0.04 0.14 0.08
H 5.4513 0.9010 0.2957 0.05 0.18 0.34 0.09
H 4.1983 1.8680 -0.4890 0.25 0.22 -0.32 0.08
H 2.6980 0.9275 0.8368 -0.44 -0.30 -0.22 0.05
C -0.3794 -0.0287 -4.1304 1.15 -0.12 0.29 -0.14
O 0.3232 1.1074 -3.5629 -1.79 -0.39 -0.77 -0.13
H 0.2631 -0.6672 -4.7368 0.54 0.12 -0.03 0.07
H -0.7224 -0.6860 -3.3313 -0.51 0.11 0.04 0.05
H -1.1594 0.2325 -4.8455 -0.23 0.61 0.50 0.08
H 1.2032 0.8089 -3.3219 0.55 -0.18 -0.02 0.02
C -2.7301 3.1737 -3.0328 1.79 -0.41 0.51 -0.12
O -2.4697 2.1753 -2.0860 -0.66 -1.59 1.95 -0.17
H -1.7113 3.3986 -3.3485 -0.33 0.67 -1.14 0.08
H -3.3680 2.7306 -3.7975 -0.20 0.91 -0.23 0.09
H -3.0590 4.0181 -2.4270 -0.71 0.07 -0.68 0.09
H -1.7596 1.5740 -2.3221 0.27 0.24 -0.46 0.04
C -2.7630 2.0008 1.2001 0.91 1.41 0.14 -0.18
O -3.8881 1.9405 0.4272 -2.32 -1.23 -1.13 -0.13
H -2.1338 1.1119 1.2442 -0.27 -0.34 0.31 0.07
H -2.1796 2.7754 0.7023 0.85 0.31 0.70 0.07
H -3.1492 2.3532 2.1565 0.76 -0.22 0.33 0.09
H -3.6241 1.7848 -0.4825 0.13 0.20 -0.32 0.02
C -0.2328 -0.4319 -0.2698 -0.05 0.71 0.03 -0.11
O 0.7440 0.2551 0.5158 0.27 -0.08 -0.48 -0.13
H 0.1311 -1.1264 -1.0270 0.76 -0.04 0.14 0.06
H -0.9613 -1.0169 0.2916 -0.06 0.36 0.34 0.07
H -0.6875 0.3924 -0.8193 -0.57 -0.28 -0.06 0.07
H 0.8300 -0.0632 1.4174 -0.60 -0.71 0.23 0.04
C 0.3943 -1.3604 4.3068 1.53 -0.87 0.53 -0.17
O -0.0572 -1.1811 3.0067 0.08 0.30 -0.79 -0.13
H 0.4389 -2.3987 4.6356 -0.59 -0.45 -0.17 0.08
H 1.4631 -1.1573 4.2396 0.06 0.59 0.36 0.07
H -0.0565 -0.8098 5.1325 -0.31 0.50 -0.40 0.08
H -0.9817 -1.4147 2.8956 -0.19 0.25 0.49 0.02
C -3.0339 -2.4877 2.3457 0.18 -1.54 0.37 -0.13
O -2.7261 -1.3251 3.1201 -0.79 -0.14 -1.21 -0.12
H -2.2041 -2.8433 1.7348 0.59 0.34 0.45 0.08
H -3.2712 -3.2548 3.0829 0.04 -0.47 -0.28 0.09
H -3.8270 -2.5268 1.5990 -0.57 1.14 0.30 0.07
H -3.5286 -1.1621 3.6210 0.13 0.40 0.22 0.10
C 2.7901 -1.2909 -2.8694 0.03 -0.84 0.38 -0.13
O 2.8054 0.0048 -3.3957 0.31 0.87 -0.71 -0.12
H 2.1577 -1.2683 -1.9819 0.25 -0.46 0.23 0.07
H 2.3912 -2.0043 -3.5905 -0.26 0.18 -0.14 0.08
H 3.8028 -1.6397 -2.6671 -0.08 0.00 0.42 0.09
H 3.6464 0.4142 -3.1797 -0.11 0.12 -0.02 0.10
C 3.0200 -2.6236 1.5680 -1.26 -1.28 1.94 -0.21
O 4.1695 -2.2561 0.9220 0.70 0.28 -0.66 -0.10
H 2.4135 -3.3813 1.0719 -0.22 0.33 -0.78 0.08
H 3.2224 -3.1489 2.5014 0.59 -0.13 0.37 0.07
H 2.4056 -1.8008 1.9337 -0.19 0.26 -0.59 0.06
H 4.0474 -1.3128 0.7918 0.30 0.49 -0.31 0.02
C -3.8182 -1.2120 -1.4008 -0.57 -0.30 -1.15 -0.07
O -2.8851 -1.7531 -2.3832 -0.17 0.24 0.96 -0.15
H -4.8243 -1.5221 -1.6828 -0.18 0.07 -0.11 0.08
H -3.6851 -1.6567 -0.4146 0.74 0.22 -0.23 0.06
H -3.7965 -0.1223 -1.4144 0.25 -0.13 0.34 0.06
H -3.1280 -1.4512 -3.2615 -0.17 0.09 0.06 0.09
```
Forces are in eV/Å.

The HOMO energy is -9.418 eV. The largest force on an atom comes out at 2.86 eV/A.


Let's list energy above the lowest of the compared OMol25 structures with the same formula, charge and spin in order: 175.72, 79.74, 64.27 kcal per mole.